Record 1
Below is a molecular structure, C37H30AuN3O5PS2, with properties calculated with the ωB97M-V functional and the def2-TZVPD basis.

Output
Net charge: +1
LUMO energy (eV): -4.2
ΔE to the lowest compared entry with this formula, charge and spin (eV): 0.863
HOMO (eV): -10.25
Max |F| (eV/Å): 0.5
Kohn-Sham gap (Ha): 0.2234

```
79
Properties=species:S:1:pos:R:3:forces:R:3:mulliken_charge:R:1
Au 1.226 0.194 -0.115 0.0 0.5 0.2 0.6549
O -2.313 -1.415 -0.380 0.1 0.0 0.0 -0.5244
C -1.372 -1.725 -1.025 -0.3 0.0 0.1 0.0380
O -0.062 -1.489 -0.552 0.3 0.0 -0.2 0.3866
C -1.271 -2.467 -2.293 0.1 0.0 0.0 0.2447
C -2.351 -3.039 -2.951 0.1 0.0 0.0 -0.6867
C -2.090 -3.792 -4.082 0.0 0.0 0.0 -0.5220
C -0.781 -3.968 -4.532 -0.1 0.0 0.0 -0.7115
C 0.289 -3.375 -3.878 0.0 0.0 0.0 0.0622
C 0.031 -2.609 -2.749 -0.1 0.0 0.0 -0.3447
P 1.244 -1.775 -1.671 -0.1 -0.4 -0.1 1.2772
C 2.083 -3.128 -0.827 0.1 0.1 0.0 1.4572
C 1.262 -4.098 -0.246 0.0 0.0 0.0 -0.9722
C 1.816 -5.199 0.380 0.0 0.0 0.0 -0.5831
C 3.196 -5.346 0.434 0.0 0.0 0.0 -0.6537
C 4.016 -4.395 -0.152 0.0 0.0 0.0 -0.8624
C 3.465 -3.290 -0.785 0.0 0.0 0.0 -0.2609
C 2.265 -0.946 -2.934 -0.1 0.2 0.1 0.7797
C 1.667 -0.570 -4.142 0.0 0.0 0.0 -0.8060
C 2.411 0.061 -5.125 0.0 0.0 0.0 -0.8683
C 3.756 0.323 -4.919 0.0 0.0 0.0 -0.6289
C 4.349 -0.011 -3.710 0.0 0.0 0.0 -1.1231
C 3.603 -0.609 -2.711 0.0 -0.1 0.1 -0.1443
H -3.354 -2.905 -2.571 0.0 0.0 0.0 0.5284
H -2.906 -4.256 -4.619 0.0 0.0 0.0 0.4330
H -0.597 -4.574 -5.408 0.0 0.0 0.0 0.4622
H 1.299 -3.509 -4.244 0.0 0.0 0.0 0.5222
H 0.185 -4.002 -0.286 0.0 0.0 0.0 0.3572
H 1.170 -5.945 0.823 0.0 0.0 0.0 0.4342
H 3.628 -6.208 0.921 0.0 0.0 0.0 0.4207
H 5.090 -4.513 -0.126 0.0 0.0 0.0 0.4684
H 4.126 -2.582 -1.253 0.0 0.0 0.0 0.3452
H 0.619 -0.760 -4.325 0.0 0.0 0.0 0.5028
H 1.934 0.348 -6.051 0.0 0.0 0.0 0.4438
H 4.337 0.809 -5.691 0.0 0.0 0.0 0.4120
H 5.388 0.229 -3.531 0.0 0.0 0.0 0.4331
H 4.059 -0.782 -1.750 0.0 0.1 0.0 0.4093
O 3.628 4.930 2.939 0.0 0.0 0.1 -0.6756
S 3.685 3.514 3.096 0.0 0.0 -0.2 1.1019
O 3.324 2.926 4.355 -0.1 -0.1 0.1 -0.5646
N 2.778 2.818 1.864 0.0 -0.1 0.1 -0.1830
C 3.543 2.208 1.037 -0.1 0.2 -0.2 0.6785
S 3.017 1.579 -0.524 0.3 -0.4 0.2 -0.4396
C 5.000 2.178 1.370 0.0 0.0 -0.1 0.1927
C 6.046 1.571 0.700 0.0 0.0 0.0 -0.5317
C 7.323 1.684 1.238 0.0 0.0 0.0 -0.6853
C 7.544 2.388 2.417 0.0 0.0 0.0 -0.5236
C 6.492 3.001 3.091 0.0 0.0 0.0 -0.7266
C 5.237 2.877 2.540 0.0 0.0 0.0 0.1084
H 5.866 1.028 -0.218 0.0 0.0 0.0 0.4141
H 8.159 1.221 0.732 0.0 0.0 0.0 0.4254
H 8.547 2.462 2.815 0.0 0.0 0.0 0.4068
H 6.655 3.554 4.006 0.0 0.0 0.0 0.4820
C 0.760 1.478 5.775 0.0 0.0 0.1 -1.0333
N 0.365 1.976 4.478 0.0 0.1 0.0 -0.1177
N 0.385 1.205 3.339 0.0 0.1 -0.1 0.7167
C -0.092 1.954 2.284 0.1 0.0 0.0 0.6116
O -0.119 1.525 1.102 -0.2 -0.1 -0.1 -0.6951
C -0.469 3.204 2.826 0.0 -0.1 0.0 -1.3910
C -0.160 3.175 4.164 0.0 0.0 0.0 1.0246
C -0.326 4.231 5.197 0.0 0.0 0.0 -1.5949
C 1.044 -0.043 3.232 0.0 -0.1 0.0 -0.7589
C 0.322 -1.121 2.729 0.0 0.0 0.1 -0.1560
C 0.952 -2.346 2.571 0.0 0.1 0.0 -0.2375
C 2.289 -2.499 2.910 0.0 0.0 0.0 -0.6232
C 2.998 -1.419 3.420 0.0 0.0 0.0 -1.1531
C 2.382 -0.186 3.580 0.0 0.0 -0.1 0.5408
H 0.657 0.396 5.792 0.0 0.0 0.0 0.3565
H 0.093 1.899 6.525 0.0 0.0 0.0 0.4479
H 1.790 1.752 6.003 0.0 0.0 0.0 0.2730
H -0.875 4.026 2.267 0.0 0.0 0.0 0.4285
H -0.623 5.161 4.720 0.0 0.0 0.0 0.3783
H 0.607 4.399 5.734 0.0 0.0 0.0 0.3446
H -1.096 3.956 5.920 0.0 0.0 0.0 0.3603
H -0.725 -0.996 2.487 0.0 0.0 0.0 0.4667
H 0.387 -3.187 2.198 0.0 0.0 0.0 0.5182
H 2.773 -3.460 2.789 0.0 0.0 0.0 0.5141
H 4.040 -1.531 3.690 0.0 0.0 0.0 0.4477
H 2.935 0.664 3.951 0.0 0.1 0.1 0.4705
```
Positions in Å, forces in eV/Å.


Record 2
Below is a single C4H7BN2O molecule at a distorted geometry, with properties calculated with the ωB97M-V functional and the def2-TZVPD basis.

Output
Net charge: 0
Structure (SMILES): CB(O)c1cn[nH]c1
LUMO energy (eV): 0.5
ΔE to the lowest compared entry with this formula, charge and spin (eV): 1.886
HOMO (eV): -9.00
Max |F| (eV/Å): 7.8
Kohn-Sham gap (Ha): 0.3507

```
15
Properties=species:S:1:pos:R:3:forces:R:3:nbo_charge:R:1
C 0.286 -2.294 0.120 0.8 -0.5 -1.1 -0.9819
B 0.323 -0.922 -0.739 -0.6 -0.7 3.9 0.8881
O 0.022 -0.966 -1.998 -0.3 -1.4 -3.8 -0.8374
C 0.167 0.459 -0.144 1.0 2.3 5.2 -0.4486
C 0.431 1.072 1.592 -2.2 -0.3 -7.5 0.0340
N -0.005 2.261 1.562 0.5 0.7 2.5 -0.2553
N -0.396 2.627 0.377 -2.6 0.4 -3.0 -0.3741
C -0.405 1.595 -0.556 -0.3 0.7 -1.4 -0.0218
H 0.510 -2.274 1.174 0.9 0.3 0.3 0.2376
H 0.954 -3.125 -0.410 -1.9 1.3 1.2 0.2221
H -0.812 -2.478 0.249 0.7 -0.6 -1.0 0.2477
H -0.031 -1.900 -2.275 0.0 0.6 -0.3 0.4896
H 0.993 0.763 2.353 1.9 -1.8 2.9 0.1834
H -1.168 3.320 0.244 1.4 -0.6 0.8 0.3935
H -0.867 1.862 -1.551 0.7 -0.6 1.2 0.2230
```
Positions in Å, forces in eV/Å.


Record 3
Below is 5 unconnected molecules or ions with the total composition C49H103BrN6O9 at a distorted geometry, with properties calculated with the ωB97M-V functional and the def2-TZVPD basis.

Output
Net charge: 0
Structure (SMILES): CCCCCCCCCCCCCC[C@@](C#N)(CCC(C)C)[C@H](C#N)CC(=O)Br.COCCNCCOC.COCCNCCOC.COCCNCCOC.COCCNCCOC
LUMO energy (eV): 0.3
HOMO (eV): -8.47
Max |F| (eV/Å): 1.3
Kohn-Sham gap (Ha): 0.3217

```
168
Properties=species:S:1:pos:R:3:forces:R:3:mulliken_charge:R:1
C -3.578 4.415 -0.913 -0.3 -0.2 -0.4 -1.1079
C -4.092 3.693 -2.169 0.2 -0.4 0.2 -0.2964
C -3.191 2.524 -2.609 -0.2 0.3 0.5 -0.5861
C -2.820 1.597 -1.434 0.2 0.2 -0.6 -0.4620
C -2.420 0.175 -1.893 0.5 0.7 1.0 -0.9671
C -0.889 0.077 -2.021 -0.4 -0.3 -0.1 0.0667
C -0.402 -1.110 -2.860 0.4 0.5 0.6 -1.0118
C 1.115 -1.264 -2.698 -0.1 0.4 -0.7 0.2583
C 1.788 -2.189 -3.727 0.4 -0.5 0.7 -1.0522
C 3.149 -1.696 -4.256 -0.4 -0.2 -0.1 -0.8596
C 4.082 -1.180 -3.164 0.4 0.0 -0.1 -0.3729
C 5.366 -0.503 -3.677 -0.2 -0.3 -0.1 0.2727
C 5.175 0.604 -4.735 -0.2 -0.6 0.4 -1.4972
C 4.005 1.568 -4.517 0.5 0.5 -0.1 -0.4874
C 4.234 2.731 -3.508 -0.4 0.1 0.0 3.0348
C 4.007 2.192 -2.153 0.3 -0.2 0.2 -1.5117
N 3.807 1.718 -1.123 -0.1 0.2 -0.3 -0.7836
C 5.606 3.439 -3.675 0.1 -0.6 -0.3 -1.7965
C 6.770 2.929 -2.819 0.2 0.4 0.2 -0.9467
C 6.913 3.466 -1.368 -0.2 -0.2 0.7 0.7079
C 5.968 4.621 -1.009 0.3 0.4 -0.5 -1.7716
C 6.825 2.322 -0.313 0.2 0.5 -0.4 -1.2235
C 3.119 3.808 -3.716 -0.4 0.0 0.1 0.9777
C 1.774 3.202 -3.631 0.0 -0.4 -0.3 -0.8612
N 0.765 2.654 -3.708 0.3 0.4 0.2 -0.3714
C 3.285 4.604 -5.043 0.1 0.2 -0.1 -0.7976
C 1.997 4.757 -5.840 0.2 0.1 0.3 0.1946
O 1.165 5.561 -5.608 0.1 -0.2 -0.3 -0.4496
Br 1.837 3.488 -7.328 0.0 0.1 0.2 -0.1650
H -2.495 4.541 -0.963 0.0 0.2 0.0 0.3859
H -4.073 5.383 -0.841 0.2 0.1 0.2 0.3514
H -3.820 3.850 -0.015 0.1 0.0 0.1 0.1954
H -4.192 4.414 -2.983 0.0 -0.1 -0.1 0.4546
H -5.084 3.282 -1.954 -0.1 0.2 0.0 -0.0062
H -2.287 2.957 -3.047 0.1 -0.2 -0.1 0.0811
H -3.696 1.928 -3.371 0.0 0.1 -0.1 0.4526
H -1.966 2.058 -0.930 0.0 -0.1 0.2 0.2699
H -3.624 1.575 -0.694 -0.2 -0.1 -0.1 0.4116
H -2.926 -0.078 -2.823 0.0 -0.1 0.0 0.4141
H -2.723 -0.501 -1.090 -0.2 -0.3 -0.3 0.3353
H -0.472 -0.008 -1.012 0.0 0.1 0.0 0.3061
H -0.508 1.014 -2.431 0.1 -0.1 -0.1 -0.1880
H -0.904 -2.020 -2.525 -0.1 -0.1 -0.3 0.3060
H -0.636 -0.892 -3.904 -0.1 -0.3 -0.1 0.4716
H 1.350 -1.558 -1.674 0.0 -0.1 0.0 0.3113
H 1.541 -0.260 -2.813 -0.1 0.0 0.0 -0.2930
H 1.984 -3.154 -3.243 -0.1 0.0 0.0 0.3857
H 1.113 -2.423 -4.552 0.0 0.2 -0.1 0.4588
H 3.635 -2.555 -4.730 0.1 0.1 -0.1 0.3817
H 2.984 -0.976 -5.062 0.0 0.2 0.1 0.3607
H 4.400 -2.056 -2.588 -0.1 0.1 0.2 0.7224
H 3.598 -0.517 -2.449 -0.2 0.0 -0.1 -0.1906
H 5.975 -1.286 -4.141 0.1 0.1 0.0 0.8760
H 5.934 -0.160 -2.808 0.0 0.1 0.0 -0.7993
H 6.122 1.131 -4.852 0.0 0.1 -0.1 0.5540
H 4.998 0.099 -5.688 0.0 0.1 0.0 0.5029
H 3.780 2.036 -5.481 0.0 0.0 0.0 0.1569
H 3.097 1.050 -4.217 0.0 -0.2 0.0 0.3729
H 5.891 3.253 -4.714 0.0 0.1 0.0 0.5658
H 5.494 4.520 -3.605 0.0 0.0 0.3 0.6083
H 7.680 3.195 -3.363 0.0 0.0 0.0 0.4456
H 6.759 1.840 -2.775 -0.1 0.0 -0.1 0.1099
H 7.921 3.876 -1.285 0.0 0.0 -0.1 0.6414
H 4.931 4.453 -1.302 0.0 -0.2 0.2 0.2882
H 6.291 5.537 -1.518 -0.1 0.0 0.0 0.3775
H 5.986 4.837 0.058 0.0 -0.1 0.1 0.4955
H 6.463 1.418 -0.788 -0.1 -0.2 0.3 -0.0826
H 7.805 2.108 0.117 0.0 -0.1 -0.1 0.2793
H 6.181 2.611 0.515 -0.2 -0.2 0.0 0.3983
H 3.196 4.516 -2.889 0.0 0.0 0.0 0.7048
H 4.069 4.188 -5.670 -0.1 -0.2 0.0 0.6905
H 3.589 5.620 -4.791 -0.1 0.0 0.0 0.3321
C 5.764 -4.915 2.346 0.1 0.1 0.1 -0.7009
O 7.166 -4.733 2.308 -0.1 -0.1 0.0 -0.2581
C 7.837 -5.442 1.274 0.2 0.0 0.1 -0.8353
C 8.323 -4.515 0.178 -0.2 0.1 0.0 -0.1883
N 7.218 -3.963 -0.594 0.1 0.1 0.1 -0.2291
C 7.574 -2.866 -1.492 -0.1 -0.1 0.0 -0.3349
C 8.197 -1.600 -0.907 0.1 0.1 -0.2 -0.8068
O 7.321 -0.811 -0.126 0.0 -0.2 0.0 -0.2876
C 7.138 -1.236 1.211 -0.1 0.2 0.0 -0.7154
H 5.411 -4.536 3.305 0.0 0.0 0.0 0.1945
H 5.254 -4.354 1.555 0.0 -0.1 -0.1 0.2648
H 5.497 -5.973 2.267 0.0 0.0 0.0 0.3866
H 7.202 -6.235 0.867 -0.1 0.1 0.0 0.4081
H 8.710 -5.915 1.732 0.0 0.0 0.0 0.3995
H 8.977 -5.079 -0.494 0.0 0.0 0.0 0.3445
H 8.931 -3.736 0.657 0.1 0.0 0.0 0.1719
H 6.497 -3.642 0.037 0.0 0.0 0.0 0.0433
H 6.656 -2.567 -2.006 0.0 0.0 0.0 -0.1229
H 8.251 -3.259 -2.258 0.1 0.0 0.0 0.4525
H 8.478 -0.968 -1.754 0.0 0.0 0.0 0.3788
H 9.123 -1.801 -0.355 -0.1 -0.1 0.1 0.5334
H 8.053 -1.660 1.633 0.0 -0.1 0.0 0.3480
H 6.320 -1.956 1.296 0.1 -0.1 0.1 0.1578
H 6.859 -0.359 1.796 0.0 0.0 0.0 0.3442
C -7.411 2.753 1.183 0.2 0.1 0.0 -0.7616
O -7.019 3.857 0.388 -0.1 -0.1 0.0 -0.1312
C -7.966 4.240 -0.600 0.1 0.1 -0.2 -0.7367
C -8.663 5.537 -0.243 -0.1 0.0 0.2 -0.3032
N -9.568 5.373 0.887 0.1 0.1 0.1 -0.2050
C -10.072 6.618 1.464 0.0 -0.2 0.0 -0.7193
C -9.076 7.637 2.013 -0.1 0.2 0.0 -0.4789
O -8.409 7.242 3.196 0.0 -0.1 -0.1 -0.4399
C -7.300 6.382 3.014 0.0 0.1 0.2 -0.4891
H -6.525 2.396 1.708 0.0 0.1 0.0 0.3302
H -8.159 3.032 1.932 -0.1 -0.1 0.0 0.2378
H -7.811 1.942 0.570 -0.1 0.0 0.0 0.2181
H -8.689 3.438 -0.783 0.0 0.0 0.1 0.2665
H -7.404 4.400 -1.525 0.0 0.0 0.0 0.3959
H -9.240 5.877 -1.109 0.0 0.0 0.0 0.3904
H -7.881 6.283 -0.052 0.0 0.0 -0.1 0.1687
H -9.103 4.845 1.612 0.0 0.0 0.0 0.0162
H -10.739 6.340 2.284 0.0 0.0 0.0 0.3703
H -10.691 7.116 0.710 0.0 0.0 0.0 0.3923
H -9.651 8.525 2.288 0.0 0.0 0.0 0.3523
H -8.350 7.963 1.258 0.0 -0.1 0.0 0.3473
H -6.751 6.614 2.098 0.0 0.0 -0.1 0.2731
H -7.601 5.332 3.008 0.1 0.0 -0.1 0.1313
H -6.631 6.526 3.863 0.0 0.0 0.0 0.3388
C -11.961 -1.258 -3.236 -0.1 0.0 0.1 -0.6851
O -12.346 -1.905 -2.038 0.1 0.0 -0.1 -0.3367
C -11.536 -3.014 -1.670 -0.1 -0.1 0.1 -0.7984
C -10.658 -2.703 -0.475 0.1 0.2 -0.1 -0.1555
N -9.609 -1.748 -0.807 -0.1 0.1 0.1 -0.3089
C -8.884 -1.197 0.336 0.0 0.0 -0.2 -0.7738
C -9.659 -0.437 1.411 0.1 0.0 0.2 -0.6234
O -10.168 0.820 1.005 0.0 -0.1 -0.1 -0.3269
C -11.376 0.780 0.267 0.1 0.2 0.0 -0.6260
H -12.781 -0.606 -3.532 0.0 0.0 0.0 0.2356
H -11.067 -0.640 -3.103 0.1 0.0 -0.1 0.2739
H -11.781 -1.979 -4.038 0.0 0.0 0.0 0.3330
H -10.939 -3.362 -2.519 0.1 0.1 0.0 0.4070
H -12.218 -3.822 -1.390 0.0 0.0 0.0 0.3917
H -10.193 -3.632 -0.130 0.0 0.0 0.0 0.3555
H -11.316 -2.342 0.327 -0.1 -0.1 0.0 0.1629
H -10.009 -0.985 -1.335 0.0 0.0 0.0 0.0790
H -8.129 -0.516 -0.066 0.0 0.0 0.0 0.3967
H -8.342 -2.016 0.820 0.0 0.0 0.1 0.4120
H -8.950 -0.215 2.214 0.0 0.0 0.0 0.3613
H -10.454 -1.041 1.864 -0.1 0.0 -0.1 0.4705
H -12.034 -0.023 0.606 0.0 -0.1 0.0 0.3245
H -11.188 0.679 -0.805 -0.1 -0.1 0.0 0.1413
H -11.882 1.733 0.420 0.0 0.0 0.0 0.3223
C 2.502 -6.789 8.418 0.1 -0.1 0.1 -0.6928
O 3.472 -7.578 7.758 -0.1 0.2 0.0 -0.3418
C 3.633 -7.295 6.374 0.1 -0.2 -0.1 -0.8950
C 4.940 -6.583 6.090 0.0 0.1 0.1 0.1181
N 4.944 -5.218 6.599 0.1 -0.1 0.1 -0.3157
C 6.252 -4.561 6.600 -0.2 0.1 0.0 -0.3352
C 7.397 -5.189 7.391 0.2 0.1 -0.1 -0.5672
O 7.256 -5.127 8.797 -0.1 -0.1 0.0 -0.4340
C 6.430 -6.120 9.374 0.1 0.1 0.1 -0.5131
H 2.300 -7.257 9.380 0.0 0.0 0.0 0.2358
H 2.856 -5.769 8.605 -0.1 0.0 -0.1 0.2835
H 1.570 -6.744 7.848 0.0 0.0 0.0 0.3347
H 2.781 -6.727 5.988 0.0 0.1 0.1 0.4132
H 3.652 -8.259 5.858 0.0 0.0 0.0 0.3912
H 5.095 -6.551 5.006 0.0 0.0 0.0 0.1413
H 5.744 -7.192 6.522 0.0 -0.1 -0.1 0.1697
H 4.579 -5.213 7.542 0.0 0.0 0.0 0.1197
H 6.100 -3.553 6.992 0.0 0.0 0.0 0.4072
H 6.577 -4.450 5.560 0.1 0.0 0.0 0.0568
H 8.293 -4.607 7.164 0.0 0.0 0.0 0.3867
H 7.611 -6.218 7.075 -0.1 0.0 0.0 0.3408
H 6.513 -7.075 8.849 -0.1 0.0 -0.1 0.2692
H 5.383 -5.805 9.403 -0.1 -0.1 -0.1 0.1538
H 6.757 -6.261 10.404 0.0 0.0 0.0 0.2972
```
Positions in Å, forces in eV/Å.